No. 1
# C9H15NSSi

C9H15NSSi in the gas phase at a distorted geometry (ωB97M-V/def2-TZVPD, OMol25).

Each line ends with the natural charge from an NBO analysis.
Element x y z (Å)
C: 2.16 -0.16 1.34  -0.2930
C: 3.08 0.82 1.39  -0.3939
C: 3.02 -0.34 -0.80  -0.3884
C: 2.08 -0.81 0.09  0.0549
C: 0.17 -2.14 -0.01  0.1819
C: -1.04 -1.30 0.70  -0.9481
C: -0.83 1.72 0.79  -1.1092
C: -3.36 0.15 -0.39  -1.0696
C: -0.56 0.38 -1.89  -1.1362
N: 1.38 -1.93 -0.26  -0.4364
Si: -1.45 0.27 -0.25  1.6071
S: 3.91 1.02 -0.11  0.3969
H: 1.55 -0.50 2.09  0.2186
H: 3.38 1.60 2.19  0.2458
H: 3.41 -0.48 -1.80  0.2419
H: -1.69 -2.11 0.63  0.2442
H: -0.04 -3.17 -0.41  0.1746
H: -0.63 -1.02 1.77  0.2541
H: -0.36 2.57 0.23  0.2434
H: -1.58 2.30 1.32  0.2399
H: -0.11 1.49 1.49  0.2348
H: -3.94 0.57 0.58  0.2359
H: -3.75 0.57 -1.19  0.2186
H: -3.72 -0.88 -0.45  0.2329
H: 0.43 0.76 -1.89  0.2544
H: -0.62 -0.42 -2.53  0.2410
H: -0.90 1.05 -2.64  0.2537

## Properties
E_tot ... -29777.146 eV
Orbital gap ... 0.3322 Ha
Relative energy (zero: lowest compared OMol25 entry of this formula, charge and spin) ... 38.5 kcal per mole
SMILES ... C[Si](C)(C)C/C=N\c1ccsc1
Total charge ... 0



No. 2
# C9H15O3P

C9H15O3P in the gas phase at a distorted geometry (ωB97M-V/def2-TZVPD, OMol25).

Each line ends with the Mulliken spin population.
Element x y z (Å)
C: 3.11 2.23 -0.18  0.0192
C: 1.83 2.46 -0.45  -0.0115
C: -2.17 0.66 0.22  0.0254
C: 0.69 -0.95 0.58  0.6771
C: -4.46 -0.34 0.27  0.0015
C: 2.40 -2.66 -0.16  0.0137
C: 0.75 1.87 0.35  0.0516
C: -2.99 -0.63 0.16  0.0087
C: 1.80 -1.31 -0.32  0.0644
O: -2.58 1.77 0.46  0.0151
O: 0.33 -1.46 1.63  0.7739
O: -0.34 0.16 -1.68  0.1309
P: -0.32 0.48 -0.23  0.1345
H: 3.84 2.66 -0.83  -0.0001
H: 3.49 1.60 0.64  0.0007
H: 1.72 3.21 -1.26  -0.0003
H: -4.76 0.41 -0.37  0.0002
H: -5.01 -1.24 0.01  0.0001
H: -4.73 -0.20 1.25  0.0001
H: 1.48 -3.37 -0.28  -0.0055
H: 3.03 -2.83 0.77  0.0014
H: 3.10 -2.64 -1.05  0.0036
H: -0.07 2.58 0.54  0.0025
H: 1.13 1.61 1.32  -0.0105
H: -2.60 -1.25 1.07  0.0021
H: -2.79 -1.27 -0.72  0.0019
H: 2.65 -0.44 -0.38  0.0742
H: 1.50 -1.12 -1.35  0.0253

## Properties
E_tot ... -25002.379 eV
Orbital gap (alpha / beta) ... 0.2310 / 0.2653 Ha
Total charge ... 0
Expectation value of S² ... 2.01
Multiplicity ... 3



Question: The highest E_tot belongs to which entry?
Answer: C9H15O3P



Question: The lowest E_tot belongs to which entry?
Answer: C9H15NSSi



Question: Number 1 is which compound?
Answer: C9H15NSSi